Record 1
Formula: C20H36Br2N5O11P4S
Source: the Open Molecules 2025 dataset
Level of theory: ωB97M-V/def2-TZVPD

Summary:
total charge	+1
HOMO-LUMO gap	7.4	eV
DFT total energy	-239363.1840	eV
largest force on an atom	5.43	eV Å⁻¹

Element x y z (Å)
C1 0.4777 -5.2640 2.1758
C2 -0.1623 -3.9061 2.1973
Br1 -0.1531 -3.0466 3.8756
C3 -0.7171 -3.3225 1.1347
Br2 -0.7526 -4.3365 -0.4717
N1 -1.2997 -2.0153 1.1804
C4 -2.0478 -1.6347 0.0278
N2 -1.4549 -0.9201 -0.9885
P1 -1.4102 -1.6736 -2.5626
O1 -1.9181 -0.8298 -3.6509
P2 -2.0569 0.8190 -1.1982
C5 -2.9001 1.3128 0.3543
O2 -0.6690 1.6955 -1.1426
N3 -3.3111 -1.9508 0.0601
C6 -3.9634 -2.6724 1.1628
C7 -4.4839 -1.6783 2.2062
C8 -5.4622 -2.2629 3.2449
O3 -5.8343 -1.4041 2.1616
N4 -4.1460 -1.5433 -0.9965
C9 -4.5569 -2.4363 -1.7533
S1 -4.9374 -3.4702 -2.8120
C10 -0.3314 -0.9648 1.4748
C11 0.9536 -0.9501 0.9547
C12 1.7629 0.1176 1.2723
C13 1.2500 1.1097 2.0975
N5 0.0386 1.0978 2.6397
C14 -0.7173 0.0578 2.3136
H1 1.1757 -5.3724 1.3476
H2 -0.2753 -6.0513 2.1301
H3 1.0454 -5.4120 3.0908
H4 -2.0455 -2.9189 -2.5325
H5 -0.0468 -1.9271 -2.7865
H6 -3.1232 0.5222 1.0631
H7 -2.2551 2.0272 0.8738
H8 -3.7895 1.8618 0.0534
H9 0.0605 1.1155 -1.4013
H10 -4.8846 -3.1533 0.8409
H11 -3.2984 -3.3567 1.6795
H12 -3.7927 -0.9105 2.5392
H13 -5.1249 -1.7696 4.1451
H14 -5.3388 -3.3168 3.0317
H15 1.2941 -1.7553 0.3143
H16 2.7665 0.2144 0.8859
H17 1.8820 1.9633 2.3206
H18 -1.7186 0.0264 2.7309
C15 0.5126 3.9364 4.7700
O4 1.2764 5.1038 5.1187
P3 1.7409 6.0472 3.8797
O5 2.8426 5.3240 3.2163
O6 2.2019 7.2730 4.8010
C16 2.7829 7.0951 6.0910
O7 1.1300 7.0510 2.7626
C17 -0.2882 7.0268 2.5085
H19 0.2356 3.4210 5.6854
H20 -0.3951 4.2141 4.2329
H21 1.1159 3.2744 4.1505
H22 3.5881 6.3609 6.0627
H23 2.0250 6.7986 6.8136
H24 3.1931 8.0563 6.3909
H25 -0.8504 7.2766 3.4107
H26 -0.5978 6.0452 2.1416
H27 -0.5002 7.7692 1.7452
C18 1.2071 -1.3963 -6.8240
O8 2.3878 -1.3716 -5.9967
P4 3.3820 -2.6506 -6.0767
O9 2.7215 -3.7144 -5.2934
O10 4.5981 -1.9300 -5.3135
C19 4.4022 -0.9778 -4.2772
O11 4.3889 -3.3997 -7.0920
C20 4.3198 -3.0893 -8.5019
H28 0.6748 -0.4620 -6.6698
H29 1.4641 -1.4799 -7.8797
H30 0.5680 -2.2289 -6.5285
H31 3.6945 -1.3464 -3.5320
H32 4.0592 -0.0293 -4.6873
H33 5.3667 -0.8216 -3.7993
H34 4.5225 -2.0313 -8.6774
H35 3.3396 -3.3495 -8.9055
H36 5.0760 -3.6816 -9.0068

***

Record 2
Formula: C20H36BrN3O4PS
Source: the Open Molecules 2025 dataset
Level of theory: ωB97M-V/def2-TZVPD

Summary:
total charge	+1
HOMO-LUMO gap	6.1	eV
DFT total energy	-124142.0223	eV
largest force on an atom	1.51	eV Å⁻¹

Element x y z (Å)
C1 6.8067 -2.0149 1.4215
C2 6.5739 -1.3480 0.0591
C3 5.1150 -1.4810 -0.4161
C4 4.8160 -0.5069 -1.5539
O1 3.4573 -0.6421 -2.0491
C5 2.5294 0.3498 -2.0749
N1 3.0719 1.6765 -2.6521
C6 2.9446 2.8281 -1.6769
C7 2.3256 2.2282 -0.3817
P1 3.6281 2.4598 0.9251
O2 4.7795 1.5318 0.9247
C8 1.6901 0.8630 -0.8560
C9 0.3434 1.3804 -1.4820
S1 -0.8720 0.1740 -2.0311
O3 -1.7051 -0.1700 -0.8952
O4 -0.1871 -0.8026 -2.8435
C10 1.2825 -0.2330 0.1858
Br1 2.0602 -0.0427 1.9639
C11 1.4221 -1.7054 -0.2494
C12 0.3407 -2.5732 0.4044
H1 5.9972 -1.7650 2.1161
H2 6.8264 -3.1087 1.3225
H3 7.7586 -1.7034 1.8630
H4 7.2354 -1.8209 -0.6803
H5 6.8263 -0.2866 0.1343
H6 4.9217 -2.5018 -0.7638
H7 4.4528 -1.2609 0.4310
H8 5.4434 -0.7431 -2.4253
H9 5.0405 0.5168 -1.2398
H10 1.8096 -0.0164 -2.8148
H11 2.4994 1.8758 -3.4665
H12 4.0167 1.5493 -3.0121
H13 2.2790 3.5613 -2.1406
H14 3.9366 3.2542 -1.5249
H15 1.5332 2.9168 -0.0560
H16 2.9355 2.6716 2.1157
H17 4.0065 3.7609 0.5414
H18 -0.1842 2.0036 -0.7486
H19 0.5062 2.0059 -2.3766
H20 -1.5840 0.9659 -2.8681
H21 0.2297 -0.0509 0.4292
H22 2.4143 -2.0658 0.0525
H23 1.3882 -1.7998 -1.3373
H24 -0.6553 -2.3286 0.0287
H25 0.5294 -3.6289 0.1795
H26 0.3517 -2.4662 1.4938
N2 -5.4832 1.9525 2.5200
C13 -4.8766 0.8854 1.9194
C14 -3.9847 1.3701 1.0004
C15 -4.0606 2.7918 1.0547
C16 -4.9949 3.1184 2.0016
H27 -6.1873 1.8885 3.2310
H28 -5.1306 -0.1241 2.1930
H29 -3.3521 0.7781 0.3619
H30 -3.5012 3.4984 0.4630
H31 -5.3517 4.0739 2.3445
N3 -9.1789 -2.8187 0.5742
C17 -8.7501 -1.5943 0.1419
C18 -7.8379 -1.1266 1.0498
C19 -7.7152 -2.1103 2.0706
C20 -8.5559 -3.1416 1.7470
H32 -9.8534 -3.3918 0.1045
H33 -9.1270 -1.1617 -0.7684
H34 -7.3199 -0.1842 0.9907
H35 -7.0856 -2.0676 2.9441
H36 -8.7617 -4.0704 2.2500

***

Record 3
Formula: C20H36Cl2CrN2O3P
Source: the Open Molecules 2025 dataset
Level of theory: ωB97M-V/def2-TZVPD

Summary:
multiplicity	4
total charge	0
HOMO-LUMO gap (alpha / beta)	7.9 / 8.0	eV
DFT total energy	-93204.1024	eV
largest force on an atom	2.07	eV Å⁻¹

Element x y z (Å)
O1 0.1797 0.3647 -3.5884
C1 -0.5301 0.5489 -4.5651
C2 -0.2697 1.6207 -5.5744
C3 0.8709 2.4345 -5.4454
H1 1.6014 2.2161 -4.6636
C4 1.0636 3.5113 -6.3071
H2 1.9333 4.1574 -6.1899
C5 0.1307 3.7682 -7.3287
H3 0.2663 4.6225 -7.9939
C6 -0.9781 2.9237 -7.4969
H4 -1.6961 3.1073 -8.3007
C7 -1.1625 1.8474 -6.6293
H5 -2.0024 1.1600 -6.7534
H6 -1.3968 -0.1247 -4.7719
C8 -2.4466 1.9299 0.4897
C9 -2.0689 0.8316 1.4144
H7 -3.2215 2.5564 0.9440
H8 -2.8285 1.5420 -0.4660
H9 -1.5643 2.5437 0.2706
C10 -2.7802 0.3598 2.4364
C11 -4.0416 0.9604 3.0155
H10 -2.4726 -0.5726 2.9359
H11 -4.4792 1.7412 2.3666
H12 -3.8508 1.4035 4.0065
H13 -4.7937 0.1738 3.1596
Cr1 -0.1651 0.0373 1.0747
Cl1 1.0363 1.9615 1.1332
Cl2 -0.4590 -0.1721 -1.0546
H14 3.7288 0.1033 -2.2289
H15 5.3942 1.0386 -0.6584
C12 2.9505 0.1559 -1.4577
C13 4.6141 1.0940 0.1109
N1 3.5931 0.0912 -0.1520
H16 2.2373 -0.6663 -1.5715
C14 3.1375 -0.6965 0.8335
O2 2.0351 -1.2801 0.8396
H17 5.0604 0.9036 1.0954
H18 3.8425 -0.7860 1.6889
H19 2.4149 1.1088 -1.5742
H20 4.1857 2.1084 0.0929
H21 -1.5371 -5.1418 2.5298
H22 -0.4432 -5.9357 0.3349
C15 -2.0048 -4.3356 1.9518
C16 -0.9244 -5.0799 -0.1539
N2 -1.1552 -4.0139 0.8079
H23 -2.1510 -3.4567 2.5823
C17 -0.6597 -2.7920 0.5998
O3 -0.7956 -1.8506 1.4279
H24 -0.2762 -4.6993 -0.9473
H25 -0.1348 -2.6451 -0.3549
H26 -2.9707 -4.7085 1.5911
H27 -1.8723 -5.4251 -0.5878
C18 2.1660 -0.0604 3.9817
P1 0.3972 -0.0046 3.5590
C19 -0.2085 -1.4506 4.4850
C20 -0.1898 1.3928 4.5705
H28 2.6038 -0.9765 3.5718
H29 2.2854 -0.0479 5.0770
H30 2.6593 0.8134 3.5381
H31 0.0869 -1.3400 5.5405
H32 -1.3012 -1.5311 4.4245
H33 0.2514 -2.3413 4.0412
H34 -0.0169 1.1549 5.6292
H35 0.3821 2.2780 4.2664
H36 -1.2590 1.5683 4.3973